Molecular formula: C16H9Cl2F3NO4S2
Method: DFT, wB97M-V/def2-TZVPD

The geometry in XYZ format:
```
37
Properties=species:S:1:pos:R:3:forces:R:3
Cl -5.9749 3.9111 -2.1057 -0.556 0.231 -0.046
C -4.4219 3.2891 -1.7433 1.270 -0.548 0.393
C -4.1813 1.9132 -1.8806 0.618 0.423 0.124
C -2.8823 1.4263 -1.6693 -0.748 0.169 0.069
C -1.8752 2.2953 -1.2725 0.771 -0.148 -0.048
S -0.1332 1.6449 -1.3110 1.302 -1.508 -0.195
C 0.7177 0.1423 0.0252 -2.171 2.742 -2.727
Cl 0.8412 1.1296 1.4394 -0.022 0.615 0.602
O -0.1417 0.7746 -2.4786 -0.460 0.307 -0.502
O 0.7674 2.7817 -1.2870 -0.529 0.403 0.061
C -2.1055 3.6573 -1.1123 -0.602 -0.047 0.042
C -3.4014 4.1589 -1.3329 0.301 -0.488 -0.119
H -4.9817 1.2433 -2.1738 0.088 0.109 -0.027
H -2.6736 0.3755 -1.8466 0.059 0.164 0.060
H -0.2084 -0.4434 -0.1160 0.869 0.122 0.539
H -1.2863 4.3248 -0.8537 -0.142 -0.180 -0.007
H -3.6022 5.2194 -1.2117 -0.009 -0.174 -0.084
F -1.1624 -3.3688 2.7329 0.311 1.306 0.333
C -0.7149 -2.1023 2.9134 -0.252 0.127 0.410
F -1.7552 -1.2408 2.6264 0.566 -0.694 0.587
F -0.3783 -1.9389 4.2334 -0.872 -0.376 -1.033
S 0.6493 -1.6017 1.8589 1.050 -4.793 1.647
N 1.5495 -3.4078 2.0142 -1.280 0.633 0.759
C 2.9349 -2.9256 2.2231 1.662 1.954 -1.855
O 3.5804 -3.0066 3.2433 -0.852 -0.308 0.141
C 3.2519 -2.2028 0.9520 -0.208 -1.986 1.698
C 2.3498 -2.6618 -0.0450 -0.722 0.200 0.942
C 1.8442 -1.8134 -0.9656 -0.300 -0.442 -0.688
C 2.0165 -0.3397 -0.7134 0.078 0.076 -0.506
C 3.2464 -0.0113 0.0641 1.086 0.078 0.413
C 3.8316 -0.9230 0.8834 -0.102 0.772 -0.152
C 1.6161 -3.8312 0.6174 0.035 0.031 -1.882
O 1.1733 -4.8644 0.1689 0.342 1.216 0.872
H 1.1334 -2.1213 -1.7323 0.115 0.042 0.158
H 2.0894 0.1857 -1.6747 -0.523 0.103 0.273
H 3.6270 1.0063 -0.0197 0.001 -0.223 0.005
H 4.6604 -0.6746 1.5496 -0.175 0.093 -0.256
```
Positions in Å, forces in eV/Å.

Results
Gap between HOMO and LUMO: 5.424 eV
LUMO: 1.9 eV
Molecular weight: 471.28 g/mol
Total charge: -1